# 1
Density functional theory data (wB97M-V/def2-TZVPD) for the ion C3H7BrN with charge +1 in a non-equilibrium geometry.

Bonds (Å) are listed after each position.
Atoms and positions in Å:
1 C -0.6460 -1.8227 -1.0912  N4 1.830, Br5 1.788, H6 1.089
2 C -0.8837 0.5767 0.3914  N4 1.395, H7 1.147, H8 1.176, H9 1.138
3 C 1.3133 -0.0339 -0.2877  N4 1.403, H10 1.132, H11 1.155, H12 1.105
4 N -0.0718 -0.2233 -0.4124  C1 1.830, C2 1.395, C3 1.403
5 Br 0.6034 -2.8741 -1.8188  C1 1.788
6 H -1.6691 -1.9137 -1.4540  C1 1.089
7 H -1.9319 0.1632 0.6032  C2 1.147
8 H -0.9650 1.6932 0.0323  C2 1.176
9 H -0.3369 0.8578 1.3495  C2 1.138
10 H 1.5565 1.0676 -0.1971  C3 1.132
11 H 1.9958 -0.6510 -0.9862  C3 1.155
12 H 1.6122 -0.4864 0.6757  C3 1.105

* SMILES: C[N+](C)=CBr
* charge: +1
* LUMO (alpha / beta): -5.938 / -6.732 eV
* highest occupied orbital energy (alpha / beta): -15.16 / -14.09 eV
* energy above the lowest of the compared OMol25 structures with the same formula, charge and spin: 83.84 kcal/mol
* HOMO-LUMO gap (alpha / beta): 9.222 / 7.358 eV
* DFT total energy: -2746.8379 hartree

# 2
Density functional theory data (wB97M-V/def2-TZVPD) for a cluster of 2 separate species, C3H7BrN in total in a non-equilibrium geometry.

Bonds (Å) are listed after each position.
Atoms and positions in Å:
1 C 0.8783 1.1824 -0.2029  N4 1.250, H6 1.135
2 C -1.3656 0.5674 0.2337  N4 1.490, H7 1.109, H8 1.141, H9 1.153
3 C 0.1850 -1.1521 -0.1421  N4 1.419, H10 1.128, H11 1.200, H12 1.093
4 N 0.0761 0.2523 0.0268  C1 1.250, C2 1.490, C3 1.419
5 Br 3.7263 -0.1013 -0.2421  no bonds
6 H 0.8741 2.2807 0.0823  C1 1.135
7 H -1.8085 -0.1881 0.9140  C2 1.109
8 H -1.8231 0.4806 -0.8085  C2 1.141
9 H -1.3786 1.6321 0.6762  C2 1.153
10 H -0.3810 -1.6325 -0.9914  C3 1.128
11 H -0.0765 -1.6535 0.9168  C3 1.200
12 H 1.0935 -1.6679 -0.4628  C3 1.093

* charge: +1
* LUMO (alpha / beta): -6.810 / -7.172 eV
* highest occupied orbital energy (alpha / beta): -14.95 / -14.55 eV
* energy above the lowest of the compared OMol25 structures with the same formula, charge and spin: 89.42 kcal/mol
* HOMO-LUMO gap (alpha / beta): 8.143 / 7.382 eV
* DFT total energy: -2746.8290 hartree

# 3
Density functional theory data (wB97M-V/def2-TZVPD) for the ion C3H7BrN3 with charge +1 in a non-equilibrium geometry.

Bonds (Å) are listed after each position.
Atoms and positions in Å:
1 C 0.9561 0.5458 -0.0528  N5 1.384, N6 1.279, Br7 1.891
2 C -1.4433 -1.2539 0.7331  C3 1.514, H8 1.030, H9 1.134, H10 1.083
3 C -0.8960 -0.8104 -0.6070  C2 1.514, N6 1.430, H11 1.012, H12 1.093
4 N 2.5461 2.3625 0.0384  N5 1.195, H13 1.063
5 N 1.6707 1.6784 -0.4009  C1 1.384, N4 1.195
6 N -0.2783 0.4581 -0.3762  C1 1.279, C3 1.430, H14 1.029
7 Br 1.9128 -0.9296 0.6426  C1 1.891
8 H -2.2709 -1.8674 0.7479  C2 1.030
9 H -0.7978 -1.8298 1.4670  C2 1.134
10 H -1.7255 -0.3353 1.2322  C2 1.083
11 H -1.6987 -0.7973 -1.2235  C3 1.012
12 H -0.0261 -1.4315 -0.8346  C3 1.093
13 H 2.9415 2.9626 -0.7447  N4 1.063
14 H -0.8906 1.2480 -0.6215  N6 1.029

* SMILES: [H]/N=N/C(Br)=[NH+]/CC
* charge: +1
* LUMO (alpha / beta): -6.058 / -6.057 eV
* highest occupied orbital energy (alpha / beta): -14.19 / -14.19 eV
* energy above the lowest of the compared OMol25 structures with the same formula, charge and spin: 71.72 kcal/mol
* HOMO-LUMO gap (alpha / beta): 8.134 / 8.133 eV
* DFT total energy: -2856.4136 hartree

# 4
Density functional theory data (wB97M-V/def2-TZVPD) for the ion C3H7BrNS with charge +1 in a non-equilibrium geometry.

Bonds (Å) are listed after each position.
Atoms and positions in Å:
1 C -0.0242 1.2063 0.8041  C2 1.587, S5 1.850, H7 1.109, H8 1.189
2 C 0.5372 -0.1700 0.2469  C1 1.587, C3 1.492, N4 1.482, H9 1.105
3 C 1.6352 0.4195 -0.5733  C2 1.492, S5 1.848, Br6 2.019, H10 1.093
4 N -0.6088 -0.7364 -0.5028  C2 1.482, H11 1.029, H12 1.028, H13 1.009
5 S 1.3041 2.1628 -0.0574  C1 1.850, C3 1.848
6 Br 3.4030 -0.3918 -0.0340  C3 2.019
7 H -0.9729 1.5047 0.3129  C1 1.109
8 H 0.0901 1.2820 1.9854  C1 1.189
9 H 0.8716 -0.9965 0.8991  C2 1.105
10 H 1.6993 0.3248 -1.6599  C3 1.093
11 H -0.3654 -1.6769 -0.8433  N4 1.029
12 H -1.0336 -0.2878 -1.3242  N4 1.028
13 H -1.1288 -0.9552 0.3335  N4 1.009

* SMILES: [NH3+][C@@H]1CS[C@H]1Br
* charge: +1
* LUMO: -4.169 eV
* highest occupied orbital energy: -13.23 eV
* energy above the lowest of the compared OMol25 structures with the same formula, charge and spin: 20.26 kcal/mol
* HOMO-LUMO gap: 9.061 eV
* DFT total energy: -3145.1460 hartree

energy above the lowest of the compared OMol25 structures with the same formula, charge and spin of number 1 (C3H7BrN)? 83.84 kcal/mol

What did the fourth record say?
Density functional theory data (wB97M-V/def2-TZVPD) for the ion C3H7BrNS with charge +1 in a non-equilibrium geometry.

Bonds (Å) are listed after each position.
Atoms and positions in Å:
1 C -0.0242 1.2063 0.8041  C2 1.587, S5 1.850, H7 1.109, H8 1.189
2 C 0.5372 -0.1700 0.2469  C1 1.587, C3 1.492, N4 1.482, H9 1.105
3 C 1.6352 0.4195 -0.5733  C2 1.492, S5 1.848, Br6 2.019, H10 1.093
4 N -0.6088 -0.7364 -0.5028  C2 1.482, H11 1.029, H12 1.028, H13 1.009
5 S 1.3041 2.1628 -0.0574  C1 1.850, C3 1.848
6 Br 3.4030 -0.3918 -0.0340  C3 2.019
7 H -0.9729 1.5047 0.3129  C1 1.109
8 H 0.0901 1.2820 1.9854  C1 1.189
9 H 0.8716 -0.9965 0.8991  C2 1.105
10 H 1.6993 0.3248 -1.6599  C3 1.093
11 H -0.3654 -1.6769 -0.8433  N4 1.029
12 H -1.0336 -0.2878 -1.3242  N4 1.028
13 H -1.1288 -0.9552 0.3335  N4 1.009

* SMILES: [NH3+][C@@H]1CS[C@H]1Br
* charge: +1
* LUMO: -4.169 eV
* highest occupied orbital energy: -13.23 eV
* energy above the lowest of the compared OMol25 structures with the same formula, charge and spin: 20.26 kcal/mol
* HOMO-LUMO gap: 9.061 eV
* DFT total energy: -3145.1460 hartree